{"formula": "C16H17BGaN8S7", "method": "ωB97M-V/def2-TZVPD", "charge": 1, "lumo_ha": -0.10187, "mol_weight_g_mol": 626.4, "homo_lumo_gap_ev": 7.295, "relative_energy_ev": 1.152, "e_homo_ev": -10.1, "symbols": ["Ga", "S", "S", "S", "S", "S", "S", "S", "N", "N", "N", "N", "N", "N", "N", "N", "C", "C", "C", "C", "C", "C", "C", "C", "C", "C", "C", "C", "C", "C", "C", "C", "B", "H", "H", "H", "H", "H", "H", "H", "H", "H", "H", "H", "H", "H", "H", "H", "H", "H"], "xyz": [[0.3026, 0.0964, 0.4371], [-1.4356, -1.2118, -3.0825], [0.0033, -0.6506, 5.0625], [0.5825, 1.1391, -1.6570], [0.5791, -1.2129, -5.3370], [4.9288, 0.2612, 1.1022], [2.2916, 0.7783, -4.0672], [3.1687, -0.4927, -6.6132], [-1.5171, -0.7124, 0.2838], [-2.5863, 0.0808, 0.1171], [-0.2541, 1.8878, 1.0496], [2.3981, -0.1268, 0.8340], [-1.8182, -1.2912, 3.2259], [3.6133, -0.1522, -1.1892], [-1.4813, 2.3175, 0.7133], [0.3310, -0.6105, 2.5081], [2.6483, -0.0367, 2.1901], [-3.5875, -0.6490, -0.3554], [0.5661, 2.9541, 1.0722], [-0.5762, -0.8576, 3.4325], [-1.4525, 3.6354, 0.5726], [3.5111, -0.0131, 0.1285], [0.0669, -0.6340, -3.7608], [1.5368, -0.2560, 3.0791], [2.0834, -0.3169, -5.4213], [3.9463, 0.1809, 2.5168], [-1.2942, -2.9976, -3.4009], [-1.8521, -1.9601, -0.0964], [-3.1707, -1.9673, -0.5049], [0.8635, 0.2728, -3.1576], [-0.1593, 4.0916, 0.7910], [1.5438, -0.2092, 4.4341], [-2.7616, 1.4602, 0.8162], [-3.6470, 2.0362, 0.2915], [-2.3368, 4.1863, 0.3277], [4.3879, 0.2799, 3.4856], [-4.5453, -0.2172, -0.5603], [-2.2584, -3.4224, -3.1444], [1.6101, 2.8368, 1.3057], [0.1984, 5.0987, 0.7513], [-2.4701, -1.3219, 3.9902], [-2.9375, 1.2322, 1.9784], [-2.1598, -1.3734, 2.2839], [2.7790, -0.0803, -1.7584], [-1.1353, -2.7605, -0.0416], [2.3418, 0.0583, 5.0921], [-0.5171, -3.4162, -2.7677], [-1.0799, -3.1735, -4.4494], [-3.7442, -2.7953, -0.8687], [4.4955, 0.0349, -1.6390]], "forces_ev_per_a": [[0.069, 0.188, 0.116], [-0.045, 0.121, -0.258], [-0.010, 0.039, -0.436], [-0.044, 0.140, 0.151], [0.300, 0.352, 0.184], [-0.485, -0.063, -0.136], [-0.420, -0.233, -0.196], [-0.040, 0.076, -0.010], [0.692, -0.533, 0.057], [-0.147, 0.067, -0.414], [0.647, -0.322, 0.047], [-0.942, 0.008, -0.154], [-0.181, -0.061, -0.129], [-0.083, 0.006, -0.137], [-0.245, 0.222, -0.210], [0.089, -0.022, -0.593], [1.213, 0.169, 0.226], [-0.054, -0.392, -0.193], [-0.197, 0.058, 0.135], [0.150, -0.017, 0.459], [0.280, 0.211, -0.093], [0.453, -0.013, 0.027], [0.357, -0.054, -0.001], [-0.143, -0.043, 1.256], [-0.023, -0.138, 0.082], [-0.491, -0.050, -0.231], [0.124, 0.450, 0.132], [-0.134, 0.225, 0.159], [-0.014, 0.002, 0.197], [-0.127, -0.292, -0.174], [0.069, -0.017, 0.062], [-0.138, 0.005, -0.518], [0.217, -0.062, 0.340], [-0.323, 0.179, -0.158], [-0.259, 0.039, -0.027], [0.051, -0.018, 0.270], [-0.192, 0.212, 0.055], [-0.086, -0.083, -0.017], [0.102, -0.032, -0.061], [0.033, 0.208, -0.012], [-0.042, -0.004, -0.086], [-0.138, -0.055, 0.282], [-0.103, 0.039, -0.002], [0.119, -0.028, 0.088], [0.104, -0.064, -0.084], [0.268, 0.049, 0.146], [0.050, -0.158, -0.054], [-0.056, -0.163, -0.022], [-0.110, -0.137, -0.026], [-0.112, -0.008, -0.038]]}